Below is a molecular structure, C17H39BEuGaINO2, with properties calculated with ωB97M-V/def2-TZVPD.

Summary:
M = 648.9 g/mol
Relative energy (zero: lowest compared OMol25 entry of this formula, charge and spin) = 0.000 eV
Charge = +1
HOMO level (alpha / beta) = -11.222 / -11.239 eV
⟨S²⟩ = 15.76
Multiplicity = 8
HOMO-LUMO gap (alpha / beta) = 6.883 / 6.982 eV
LUMO level (alpha / beta) = -4.3 / -4.3 eV

Each line ends with the Löwdin spin population.
Cartesian coordinates (Å):
Eu (-1.028, 3.570, -1.031)  7.043
I (-0.730, 0.681, -2.247)  -0.015
Ga (1.516, 1.915, -1.421)  0.001
O (3.603, 3.574, -2.818)  0.000
O (0.879, 3.315, -0.148)  -0.023
N (1.947, 2.831, -4.421)  0.000
C (0.578, -2.803, 3.236)  0.000
C (2.435, -0.826, -0.768)  0.000
C (-1.444, -1.334, 2.716)  0.000
C (-0.808, -2.734, 2.591)  0.000
C (1.882, -2.556, 1.033)  0.000
C (-3.237, -0.968, -0.929)  0.000
C (2.732, 0.661, -0.508)  -0.001
C (-3.971, -2.421, 1.082)  0.000
C (1.631, -2.031, 2.446)  0.000
C (3.001, -1.781, 0.310)  0.000
C (-3.133, -2.315, -0.202)  0.000
C (0.556, 3.223, -4.634)  0.000
C (-2.913, -1.297, 3.162)  0.000
C (2.831, 3.403, -5.446)  0.000
C (-3.930, -1.206, 2.021)  0.000
C (0.600, 2.845, 1.181)  0.001
C (-0.719, 2.043, 1.332)  -0.004
B (2.408, 2.936, -3.078)  0.000
H (-3.067, -0.419, 3.798)  0.000
H (-0.852, -0.761, 3.439)  0.000
H (-3.756, -0.278, 1.464)  0.000
H (-1.371, -0.799, 1.757)  0.000
H (0.512, 4.108, -5.274)  0.000
H (1.371, -0.961, 2.415)  0.000
H (3.572, -1.208, 1.045)  0.000
H (-1.156, 2.271, 2.303)  0.000
H (-1.458, -3.474, 3.067)  0.000
H (-4.916, -1.090, 2.481)  0.000
H (-1.463, 2.233, 0.556)  -0.002
H (1.352, -0.967, -0.806)  0.000
H (0.964, -2.472, 0.444)  0.000
H (-3.133, -2.157, 3.802)  0.000
H (3.684, -2.490, -0.161)  0.000
H (-0.511, 0.975, 1.281)  0.000
H (-2.086, -2.550, -0.002)  0.000
H (1.406, 2.214, 1.553)  0.000
H (3.862, 3.138, -5.226)  0.000
H (3.620, 4.014, -1.956)  0.000
H (2.812, -1.101, -1.757)  0.000
H (-3.137, -1.086, -2.008)  0.000
H (0.887, -3.847, 3.351)  0.000
H (-0.055, 2.435, -5.081)  0.000
H (-4.183, -0.466, -0.708)  0.000
H (0.114, 3.496, -3.667)  0.000
H (-0.742, -3.028, 1.543)  0.000
H (2.111, -3.625, 1.087)  0.000
H (-3.601, -3.280, 1.651)  0.000
H (2.753, 4.493, -5.489)  0.000
H (-5.000, -2.670, 0.819)  0.000
H (2.578, 2.991, -6.424)  0.000
H (0.505, -2.380, 4.244)  0.000
H (0.550, 3.726, 1.827)  0.000
H (2.774, 0.829, 0.574)  0.000
H (2.579, -2.091, 2.991)  0.000
H (-3.480, -3.089, -0.889)  0.000
H (3.721, 0.925, -0.897)  0.000
H (-2.447, -0.282, -0.606)  0.000